Here is a cluster of 13 separate species, C25H76N10O13 in total at a distorted geometry from the Open Molecules 2025 dataset. Energies are from the ωB97M-V functional and the def2-TZVPD basis.

As for the energy: -68665.918 eV. The value obtained for the HOMO energy is -8.359 eV. As for the energy above the lowest of the compared OMol25 structures with the same formula, charge and spin: 771.4 kJ/mol. The molar mass is 724.9 u.

```
124
Properties=species:S:1:pos:R:3:forces:R:3:mulliken_charge:R:1
C -0.047 -0.027 -0.055 2.04 0.64 -1.06 1.38
O -0.716 0.324 1.122 -0.07 -0.49 -0.13 1.27
H 0.780 0.700 -0.172 -0.40 0.04 -0.14 -0.41
H -0.627 0.006 -0.984 -0.29 -0.20 0.52 0.16
H 0.507 -0.958 0.043 -0.40 -0.59 0.00 -0.52
H -1.572 -0.137 1.105 -1.14 0.10 0.23 -0.46
C -0.383 -4.004 -0.744 1.22 2.23 0.81 -0.75
O -1.299 -3.125 -0.107 -0.53 -0.21 0.54 -0.61
H 0.524 -3.342 -0.864 -0.43 -1.24 -0.55 0.12
H -0.804 -4.344 -1.655 -0.04 -0.47 -1.06 0.40
H -0.064 -4.844 -0.124 -0.50 0.10 0.17 0.31
H -1.777 -2.560 -0.764 0.15 -0.37 0.31 0.47
C -1.819 3.615 2.142 0.80 3.61 -3.00 0.65
O -2.034 4.917 2.147 0.70 -5.47 0.64 -0.79
N -1.219 2.969 1.108 0.09 -1.72 0.35 0.24
N -2.115 2.704 3.049 -2.44 0.49 3.90 -0.03
H -0.714 3.572 0.569 1.43 1.70 -2.25 -0.04
H -0.864 1.941 1.132 -1.12 2.06 0.16 -0.02
H -2.615 3.231 3.752 -0.24 -0.68 0.75 0.21
H -2.224 1.647 3.122 0.66 1.23 -0.64 0.23
C -4.285 0.726 0.698 8.18 -5.53 1.96 -0.07
O -3.296 -0.233 0.880 -4.80 3.49 -0.41 -0.64
N -3.988 1.927 0.896 3.18 5.82 2.39 -0.44
N -5.412 0.469 0.213 -7.96 -3.75 -2.22 -0.58
H -3.043 2.081 1.321 -1.61 -0.28 -1.20 0.05
H -4.608 2.702 1.110 -0.24 -0.47 -0.44 0.28
H -5.659 -0.532 0.180 0.39 0.69 0.13 0.41
H -6.266 1.040 -0.006 1.92 -0.12 0.80 0.22
C 2.210 3.880 0.617 -0.40 3.10 -7.87 0.27
O 2.210 4.560 -0.550 0.59 -2.18 3.31 -0.73
N 2.674 2.676 0.720 1.61 -2.95 -0.04 -0.10
N 1.550 4.410 1.565 -3.59 2.01 4.28 -0.34
H 3.087 2.304 -0.115 0.33 0.16 0.03 0.15
H 2.391 1.951 1.427 0.44 2.10 -1.19 0.30
H 0.896 5.189 1.306 1.29 -1.12 0.42 0.34
H 1.233 3.772 2.323 0.47 1.29 -0.55 0.18
C -3.642 -0.848 -2.608 1.81 -2.57 4.54 0.42
O -2.929 -1.444 -1.610 -3.05 2.80 -4.62 -0.73
N -4.745 -0.127 -2.402 -1.23 1.31 1.82 -0.43
N -3.440 -1.021 -3.878 3.71 -2.63 -1.09 -0.31
H -4.924 0.145 -1.437 0.11 -0.03 -0.88 0.35
H -5.178 0.443 -3.126 0.47 -0.44 0.29 0.19
H -2.586 -1.613 -4.051 -1.16 0.90 -0.47 0.31
H -3.925 -0.521 -4.565 -0.50 0.52 -0.93 0.15
C 1.636 1.736 3.440 8.77 -0.08 6.22 -0.17
O 2.742 1.812 4.282 -5.13 -0.91 -4.20 -0.84
N 0.691 2.559 3.609 -4.45 3.39 2.41 -0.26
N 1.544 1.037 2.376 -0.86 -4.86 -3.58 1.29
H 0.668 2.898 4.553 0.05 0.52 0.24 0.20
H -0.240 2.562 3.184 0.68 -0.56 0.15 0.19
H 2.300 0.422 2.083 -0.18 -0.09 0.84 0.48
H 0.596 0.733 2.003 1.29 0.51 0.73 -1.23
C -0.727 3.086 -4.598 -1.37 -1.65 -0.29 -1.09
C -0.278 3.763 -3.301 -6.47 -5.84 1.08 0.06
C -0.078 2.676 -2.230 -4.44 -0.26 0.21 0.19
O 0.824 4.297 -3.424 9.17 4.55 -3.53 -0.60
H -0.639 3.784 -5.399 -0.24 0.83 -0.66 0.50
H -1.850 2.731 -4.541 2.25 0.50 -0.12 0.17
H -0.032 2.242 -4.950 -1.03 0.90 0.99 0.08
H -0.926 4.557 -3.032 -2.29 0.23 0.67 0.30
H -0.999 2.171 -1.873 -0.07 0.52 -0.16 0.57
H 0.431 2.937 -1.378 0.97 1.84 2.27 -0.34
H 0.490 1.862 -2.467 1.67 -2.06 -2.03 -0.20
H 1.252 4.261 -2.603 1.78 0.65 1.85 0.32
C -2.725 -1.512 5.439 0.52 -0.43 0.38 -1.57
C -2.975 -0.377 4.452 -9.66 -1.67 3.55 1.22
C -3.575 0.872 5.150 1.13 -0.40 0.31 -1.74
O -2.039 0.101 3.778 8.04 1.52 -4.24 0.05
H -1.871 -1.153 6.019 0.19 -0.56 0.30 0.37
H -2.483 -2.425 4.863 0.22 0.39 0.42 0.24
H -3.533 -1.813 6.174 0.56 0.85 -1.14 0.44
H -3.746 -0.775 3.727 -0.01 0.16 0.63 0.04
H -2.750 1.483 5.525 0.26 0.25 -0.58 0.37
H -3.967 0.608 6.071 -1.59 -0.74 1.69 0.52
H -4.279 1.472 4.610 -0.29 0.19 -0.55 0.31
H -1.534 -0.635 3.393 0.28 0.10 -0.75 -0.80
C 1.134 -2.406 -4.575 0.88 -2.23 2.14 -1.28
C 0.003 -1.973 -3.646 7.74 3.37 2.34 4.26
C -0.093 -0.509 -3.799 -2.75 0.88 -0.13 -1.45
O -1.120 -2.467 -3.887 -7.67 -6.00 -3.59 -0.68
H 2.110 -1.908 -4.317 -1.09 -0.48 -0.39 0.01
H 0.811 -2.214 -5.570 0.05 -0.04 -1.01 0.54
H 1.255 -3.539 -4.335 0.11 1.60 -1.02 0.40
H 0.190 -2.293 -2.621 1.30 0.64 0.54 -2.45
H -0.348 -0.290 -4.831 -0.40 -0.09 -0.39 0.47
H 0.750 0.052 -3.671 2.52 1.02 0.81 -0.31
H -0.881 -0.052 -3.183 0.11 -0.23 -0.11 0.04
H -1.011 -3.432 -4.121 -0.59 1.35 0.38 0.40
C 3.173 -3.733 -2.235 -1.05 0.86 0.30 -1.33
C 4.026 -3.473 -0.991 -6.47 4.14 -0.20 1.02
C 3.284 -3.825 0.254 -3.78 1.42 -0.34 -1.24
O 5.021 -4.197 -0.907 9.70 -5.93 -2.68 -0.59
H 2.153 -3.273 -2.186 1.08 -0.21 -0.06 0.03
H 3.060 -4.750 -2.501 -0.41 -1.72 0.80 0.59
H 3.654 -3.476 -3.144 0.69 1.37 -0.79 0.57
H 4.344 -2.418 -0.997 -0.62 0.49 0.07 -0.22
H 3.768 -3.912 1.213 0.82 1.00 0.23 0.66
H 2.782 -4.796 0.213 -0.19 0.06 -0.69 0.42
H 2.548 -3.019 0.159 -0.75 -0.30 1.60 -0.21
H 5.055 -4.462 -0.027 1.27 -1.18 1.79 0.43
C 0.729 -1.785 4.474 -2.15 0.93 -1.01 -1.52
C 0.455 -2.220 3.050 8.78 -1.13 -0.46 2.04
C 0.990 -3.650 2.780 0.83 -1.38 0.30 -0.92
O -0.723 -2.199 2.578 -7.33 1.29 -0.23 -0.68
H 1.540 -2.253 4.944 1.28 -0.51 0.35 0.53
H -0.162 -2.045 4.975 -0.96 -0.86 1.10 0.29
H 0.708 -0.713 4.621 0.65 0.44 -0.24 0.18
H 1.087 -1.581 2.330 0.06 -0.39 1.00 -0.79
H 0.599 -4.139 1.884 0.19 0.97 -0.78 -0.07
H 0.628 -4.455 3.413 -0.22 0.38 1.29 0.38
H 2.082 -3.779 2.771 -0.26 0.38 0.01 0.31
H -0.668 -2.538 1.691 -0.97 -0.26 -1.21 -0.03
C 3.322 0.080 -2.555 -0.58 0.35 -1.08 -0.73
C 4.242 1.230 -2.128 -4.75 1.53 -11.94 -0.20
C 3.578 2.586 -2.415 -1.14 0.10 -0.26 -1.37
O 4.624 1.067 -0.999 5.36 -1.53 13.21 -0.50
H 2.550 -0.052 -1.779 -0.03 0.06 -0.31 -0.15
H 3.845 -0.866 -2.668 0.25 -0.09 0.21 0.30
H 2.871 0.300 -3.552 0.08 -0.12 0.83 0.34
H 5.120 1.195 -2.693 1.11 -0.07 -2.67 0.89
H 4.194 3.461 -2.111 -0.78 -0.64 0.70 0.35
H 2.494 2.535 -2.064 1.73 0.67 0.06 0.15
H 3.464 2.796 -3.470 0.00 -0.48 -0.60 0.51
H 5.591 1.189 -1.039 -0.85 -0.13 1.43 0.43
```
Forces are in eV/Å.